Density functional theory data (the ωB97M-V functional and the def2-TZVPD basis) for a structure of composition C21H57FN7NbO4P3 in a non-equilibrium geometry.

Output
Molecular weight, Da: 676.6
HOMO energy, Ha: -0.1231
HOMO-LUMO gap, eV: 5.046
E, hartree: -2699.34778
Charge: -1

Geometry (Å):
C: 3.3747 -4.2277 7.9392
C: 2.9319 -4.5092 6.7025
Nb: 3.6094 -3.2512 5.0040
F: 2.6359 -1.7461 5.6712
C: 4.7993 -5.1169 4.3392
C: 4.6259 -5.6862 2.9794
O: 4.5286 -5.0958 1.9218
N: 2.0779 -3.8825 3.7694
C: 0.9262 -2.9860 3.6198
C: -0.1846 -3.2511 4.6392
C: -1.1533 -2.0912 4.8947
C: -0.4934 -0.7625 5.2540
P: 4.8555 -1.8804 3.1606
C: 4.3130 -0.1176 3.2065
O: 6.5017 -1.7259 3.5023
H: 4.4197 -4.0024 8.1106
H: 2.7154 -4.1508 8.8093
H: 2.1762 -5.2866 6.5619
H: 5.0394 -2.9178 6.1119
H: 4.5566 -5.9201 5.0371
H: 5.8557 -4.8668 4.4847
H: 4.6209 -6.8075 2.9416
H: 1.6934 -4.7761 4.0718
H: 0.4925 -3.1876 2.6285
H: 1.2373 -1.9420 3.6066
H: 0.2239 -3.6282 5.5788
H: -0.7888 -4.0719 4.2351
H: -1.7661 -2.3891 5.7519
H: -1.8578 -1.9843 4.0659
H: -1.2669 -0.0307 5.4960
H: 0.1344 -0.8808 6.1354
H: 0.1060 -0.3724 4.4352
H: 4.5184 0.3487 4.1736
H: 3.2403 -0.0296 3.0289
H: 4.8471 0.4511 2.4446
H: 6.9856 -1.8334 2.6820
O: 2.1252 2.2631 1.0076
P: 1.3518 2.5453 -0.2271
N: 0.3962 3.9124 0.1733
C: -0.6077 3.8177 1.2245
C: 1.2625 5.0673 0.3757
N: 0.4798 1.0813 -0.4283
C: -0.9280 1.0286 -0.1771
C: 1.3111 -0.0483 -0.0338
N: 1.4006 2.8362 -1.9311
C: 2.7014 2.9705 -2.5808
C: 0.4089 3.7371 -2.4953
H: -1.0759 4.7978 1.3421
H: -0.1938 3.5130 2.1941
H: -1.3997 3.1309 0.9512
H: 1.8930 5.2285 -0.5049
H: 1.9212 4.9500 1.2444
H: 0.6532 5.9629 0.5104
H: -1.2445 1.1194 0.8713
H: -1.3180 0.0766 -0.5501
H: -1.4111 1.8017 -0.7787
H: 1.4216 -0.1842 1.0466
H: 2.3216 0.0741 -0.4243
H: 0.8962 -0.9530 -0.4842
H: 3.1889 3.9359 -2.3824
H: 2.5898 2.8633 -3.6614
H: 3.3732 2.1810 -2.2402
H: 0.6737 4.7989 -2.4001
H: -0.5780 3.5787 -2.0775
H: 0.3459 3.5215 -3.5684
O: -3.4891 1.0911 -3.1405
P: -3.4603 0.9784 -4.6327
N: -4.8161 1.9245 -5.1005
C: -6.1440 1.5770 -4.6164
C: -4.5271 3.3371 -4.8790
N: -3.7079 -0.7430 -4.7381
C: -4.9868 -1.3402 -5.0517
C: -3.0204 -1.4922 -3.6938
N: -2.6563 1.0293 -6.1714
C: -1.3207 1.6349 -6.1833
C: -3.4029 1.3682 -7.3696
H: -6.8540 2.3127 -5.0008
H: -6.2184 1.5635 -3.5219
H: -6.4622 0.6144 -5.0005
H: -3.6073 3.6231 -5.4000
H: -4.4011 3.5769 -3.8161
H: -5.3359 3.9459 -5.2861
H: -5.7344 -1.2132 -4.2543
H: -4.8483 -2.4132 -5.2059
H: -5.3958 -0.9457 -5.9844
H: -3.5661 -1.4998 -2.7422
H: -2.0323 -1.0774 -3.4990
H: -2.8864 -2.5220 -4.0328
H: -1.3419 2.7307 -6.1049
H: -0.8011 1.3710 -7.1054
H: -0.7276 1.2509 -5.3504
H: -3.6003 2.4411 -7.4842
H: -4.3503 0.8404 -7.4082
H: -2.7965 1.0356 -8.2165

Forces on atoms 1 to 2 (eV/Å):
C -0.5 0.1 0.1
C 1.9 -0.7 -0.1